No. 1
Computed, not measured: C8H12NO4 as an isolated structure in a non-equilibrium geometry, with ωB97M-V with the def2-TZVPD basis set.

XYZ file:
```
25
Properties=species:S:1:pos:R:3:forces:R:3:lowdin_charge:R:1
H 0.360909 2.129723 -3.211167 -0.8590 -0.0693 1.7183 0.07
H 0.715982 1.571505 2.469065 0.3436 -0.4359 -1.9669 0.08
C -2.869458 1.474267 -0.555067 2.3938 -0.9979 0.9881 -0.58
C -0.996093 0.715281 -0.429293 -1.4335 -0.7274 0.0676 -0.17
O 0.640168 -1.788723 0.507014 -0.3112 0.4395 -0.2933 0.01
C 0.042184 2.404555 -2.121914 2.7895 1.2091 -1.8752 -0.09
H 1.121539 0.632741 -1.310836 -1.3547 0.6339 0.4606 0.16
H 1.364511 0.148723 1.472764 -1.3723 1.2844 -0.2790 0.06
O -1.207539 -2.935514 0.227421 -1.6095 -1.0645 -0.5550 -0.05
H -0.569559 2.415563 0.573379 -0.9371 2.5260 0.2249 0.09
H -1.043259 -4.942621 0.259830 -0.3027 -0.0517 0.3213 0.07
H 2.031131 1.666434 1.146045 -1.3037 0.3286 0.2870 0.07
O -2.882313 2.549373 -0.006173 -0.1034 0.5663 -0.2821 0.00
C -0.029787 1.586053 0.306237 1.0415 -2.4039 1.9348 -0.29
H -2.109907 -0.959191 -0.598567 -2.6172 -0.3527 -0.8272 0.08
C 0.209453 1.286760 -1.106174 1.1541 -0.0427 -1.9131 -0.30
C -0.478609 -4.098465 0.644362 -0.8593 0.8245 2.5320 -0.07
H -0.977667 2.773731 -2.149703 0.0241 0.2672 0.1154 0.05
C 1.003416 1.236931 1.390392 1.7941 -0.9982 1.1987 -0.08
H 0.837985 3.296005 -1.961212 -1.9436 -1.6766 0.1514 0.10
H -0.459851 -4.086039 1.874039 0.3288 -0.2961 -3.2179 0.15
N -1.248672 -0.717309 -0.246267 1.4886 0.1931 0.4160 0.16
C -0.546504 -1.778457 0.158930 3.1281 0.9193 0.9352 -0.58
O -3.630183 0.639150 -0.989246 -0.1279 -0.2833 -0.4705 -0.01
H 0.485163 -4.132375 0.172317 0.6490 0.2084 0.3286 0.07
```
Forces are in eV/Å.

Summary:
- multiplicity = 1
- electronic energy (eV) = -18170.1996
- maximum force (eV/Å) = 3.57
- relative energy (zero: lowest compared OMol25 entry of this formula, charge and spin) (kcal per mole) = 10.6
- HOMO (eV) = -4.13
- HOMO-LUMO gap (eV) = 7.45
- net charge = -1



No. 2
Computed, not measured: one molecule with the formula C4H4N4 in a non-equilibrium geometry, with ωB97M-V with the def2-TZVPD basis set.

XYZ file:
```
12
Properties=species:S:1:pos:R:3:forces:R:3:lowdin_charge:R:1
H 1.623055 1.768741 -0.585350 -1.1077 -3.0855 1.9422 0.19
N 1.952486 -2.334957 -0.118222 -7.1445 2.9615 1.8951 0.09
H -0.723864 2.393778 0.419953 -0.4874 -3.9873 -1.6632 0.21
C 0.844654 -1.847576 0.150332 5.4041 -2.2617 -1.5415 -0.21
C 0.122225 0.433233 0.051100 0.5454 -2.8973 1.9412 -0.47
H -1.777672 0.881102 -0.079498 0.6497 1.1361 0.4649 0.09
N 1.413390 0.790543 -0.057706 1.7131 4.2662 -2.1887 0.13
C -0.277082 -0.935733 0.439063 -0.3817 -0.0080 -2.9761 -0.16
C -1.744562 -1.265744 0.019644 0.4894 -0.3342 1.0586 -0.20
H 2.302994 0.262522 -0.082342 -1.7257 -0.5428 0.3115 0.11
N -0.847042 1.328238 0.019375 -0.9702 4.0523 0.4056 0.11
N -2.888587 -1.474146 -0.176349 3.0155 0.7006 0.3503 0.11
```
Forces are in eV/Å.

Summary:
- multiplicity = 1
- electronic energy (eV) = -10170.6683
- maximum force (eV/Å) = 7.96
- relative energy (zero: lowest compared OMol25 entry of this formula, charge and spin) (kcal per mole) = 50.0
- HOMO (eV) = -8.83
- structure (SMILES) = N#CC(C#N)=C(N)N
- HOMO-LUMO gap (eV) = 8.93
- net charge = 0



No. 3
Computed, not measured: a 2-piece molecular cluster, C6H11ClN2 overall, with ωB97M-V with the def2-TZVPD basis set.

XYZ file:
```
20
Properties=species:S:1:pos:R:3:forces:R:3:lowdin_charge:R:1
H 1.049457 1.247458 1.038597 0.1873 0.2492 0.2914 0.03
H 0.981452 -3.612459 0.715471 -0.3370 -0.0923 0.1398 0.10
H 1.198461 -3.416222 -0.990535 -0.3132 -0.1296 -0.2360 0.10
H -0.885882 -1.293213 -1.675799 -0.4011 -0.1707 0.2754 0.17
Cl 2.441530 3.175561 2.344810 -0.4309 -0.4591 -0.3854 -0.76
H 1.834736 -1.320666 1.532943 -0.0438 -0.0449 0.0252 0.14
C -0.397624 -0.994161 -0.763835 -0.1329 0.2662 0.0718 -0.04
H -1.774284 2.102900 0.918464 -0.1435 0.0411 -0.1169 0.09
H -0.391729 1.776697 -1.812827 0.2652 0.0634 0.1976 0.13
C 1.102398 -0.947117 0.840455 -0.0009 -0.2273 -0.0799 0.01
N 0.381825 -1.759960 -0.008475 0.2657 -0.2882 -0.3435 -0.10
H -1.907721 1.079319 -1.314944 0.0145 -0.0464 0.0270 0.12
N -0.279168 0.265866 -0.350808 0.6478 0.0114 -0.6303 -0.04
H -0.496402 -3.602907 -0.326082 0.1193 -0.3743 -0.0714 0.10
C -0.946970 1.435936 -0.938679 -0.5104 0.0646 -0.3334 -0.16
C -1.174555 2.509262 0.100092 0.1789 0.0941 0.7362 -0.07
H -0.260996 2.871447 0.581147 0.1380 0.0004 -0.2698 0.05
C 0.503951 -3.216962 -0.176696 0.5945 0.7544 0.2354 0.03
C 0.708274 0.321597 0.592972 -0.0476 0.3943 0.6687 0.00
H -1.686752 3.377624 -0.306270 -0.0499 -0.1063 -0.2019 0.09
```
Forces are in eV/Å.

Summary:
- multiplicity = 1
- electronic energy (eV) = -21901.9753
- maximum force (eV/Å) = 0.99
- relative energy (zero: lowest compared OMol25 entry of this formula, charge and spin) (kcal per mole) = 11.8
- HOMO (eV) = -6.57
- HOMO-LUMO gap (eV) = 6.24
- net charge = 0



Copy entry 1 word for word.
Computed, not measured: C8H12NO4 as an isolated structure in a non-equilibrium geometry, with ωB97M-V with the def2-TZVPD basis set.

XYZ file:
```
25
Properties=species:S:1:pos:R:3:forces:R:3:lowdin_charge:R:1
H 0.360909 2.129723 -3.211167 -0.8590 -0.0693 1.7183 0.07
H 0.715982 1.571505 2.469065 0.3436 -0.4359 -1.9669 0.08
C -2.869458 1.474267 -0.555067 2.3938 -0.9979 0.9881 -0.58
C -0.996093 0.715281 -0.429293 -1.4335 -0.7274 0.0676 -0.17
O 0.640168 -1.788723 0.507014 -0.3112 0.4395 -0.2933 0.01
C 0.042184 2.404555 -2.121914 2.7895 1.2091 -1.8752 -0.09
H 1.121539 0.632741 -1.310836 -1.3547 0.6339 0.4606 0.16
H 1.364511 0.148723 1.472764 -1.3723 1.2844 -0.2790 0.06
O -1.207539 -2.935514 0.227421 -1.6095 -1.0645 -0.5550 -0.05
H -0.569559 2.415563 0.573379 -0.9371 2.5260 0.2249 0.09
H -1.043259 -4.942621 0.259830 -0.3027 -0.0517 0.3213 0.07
H 2.031131 1.666434 1.146045 -1.3037 0.3286 0.2870 0.07
O -2.882313 2.549373 -0.006173 -0.1034 0.5663 -0.2821 0.00
C -0.029787 1.586053 0.306237 1.0415 -2.4039 1.9348 -0.29
H -2.109907 -0.959191 -0.598567 -2.6172 -0.3527 -0.8272 0.08
C 0.209453 1.286760 -1.106174 1.1541 -0.0427 -1.9131 -0.30
C -0.478609 -4.098465 0.644362 -0.8593 0.8245 2.5320 -0.07
H -0.977667 2.773731 -2.149703 0.0241 0.2672 0.1154 0.05
C 1.003416 1.236931 1.390392 1.7941 -0.9982 1.1987 -0.08
H 0.837985 3.296005 -1.961212 -1.9436 -1.6766 0.1514 0.10
H -0.459851 -4.086039 1.874039 0.3288 -0.2961 -3.2179 0.15
N -1.248672 -0.717309 -0.246267 1.4886 0.1931 0.4160 0.16
C -0.546504 -1.778457 0.158930 3.1281 0.9193 0.9352 -0.58
O -3.630183 0.639150 -0.989246 -0.1279 -0.2833 -0.4705 -0.01
H 0.485163 -4.132375 0.172317 0.6490 0.2084 0.3286 0.07
```
Forces are in eV/Å.

Summary:
- multiplicity = 1
- electronic energy (eV) = -18170.1996
- maximum force (eV/Å) = 3.57
- relative energy (zero: lowest compared OMol25 entry of this formula, charge and spin) (kcal per mole) = 10.6
- HOMO (eV) = -4.13
- HOMO-LUMO gap (eV) = 7.45
- net charge = -1



Copy entry 2 word for word.
Computed, not measured: one molecule with the formula C4H4N4 in a non-equilibrium geometry, with ωB97M-V with the def2-TZVPD basis set.

XYZ file:
```
12
Properties=species:S:1:pos:R:3:forces:R:3:lowdin_charge:R:1
H 1.623055 1.768741 -0.585350 -1.1077 -3.0855 1.9422 0.19
N 1.952486 -2.334957 -0.118222 -7.1445 2.9615 1.8951 0.09
H -0.723864 2.393778 0.419953 -0.4874 -3.9873 -1.6632 0.21
C 0.844654 -1.847576 0.150332 5.4041 -2.2617 -1.5415 -0.21
C 0.122225 0.433233 0.051100 0.5454 -2.8973 1.9412 -0.47
H -1.777672 0.881102 -0.079498 0.6497 1.1361 0.4649 0.09
N 1.413390 0.790543 -0.057706 1.7131 4.2662 -2.1887 0.13
C -0.277082 -0.935733 0.439063 -0.3817 -0.0080 -2.9761 -0.16
C -1.744562 -1.265744 0.019644 0.4894 -0.3342 1.0586 -0.20
H 2.302994 0.262522 -0.082342 -1.7257 -0.5428 0.3115 0.11
N -0.847042 1.328238 0.019375 -0.9702 4.0523 0.4056 0.11
N -2.888587 -1.474146 -0.176349 3.0155 0.7006 0.3503 0.11
```
Forces are in eV/Å.

Summary:
- multiplicity = 1
- electronic energy (eV) = -10170.6683
- maximum force (eV/Å) = 7.96
- relative energy (zero: lowest compared OMol25 entry of this formula, charge and spin) (kcal per mole) = 50.0
- HOMO (eV) = -8.83
- structure (SMILES) = N#CC(C#N)=C(N)N
- HOMO-LUMO gap (eV) = 8.93
- net charge = 0



Among the records above, which one has the lowest maximum force? C6H11ClN2



Among the records above, which one has the lowest HOMO-LUMO gap? C6H11ClN2